Record 1
The following is a DFT calculation (ωB97M-V/def2-TZVPD) of a 6-piece molecular cluster, C30H75BIN3O23P5 overall in a non-equilibrium geometry.

- multiplicity = 1
- HOMO (eV) = -10.7
- LUMO (hartree) = -0.166
- molar mass (g mol⁻¹) = 1138.514
- gap between HOMO and LUMO (eV) = 6.2
- net charge = +1
- ΔE to the lowest compared entry with this formula, charge and spin (kJ/mol) = 1364.44

Last column: Löwdin charge in e.
Geometry (Å):
1 C 9.02649 4.99423 -0.44728  -0.06
2 C 8.31180 3.53804 -0.66943  -0.23
3 O 8.88764 2.62991 0.31437  -0.01
4 B 8.02636 1.49510 0.57262  -0.41
5 O 6.69389 1.81993 1.09221  0.08
6 C 8.49838 -0.06592 0.27588  -0.10
7 N 8.75252 -0.34137 -1.17969  0.14
8 C 7.53947 -0.71001 -1.97696  -0.33
9 O 6.72523 0.45097 -2.37612  -0.08
10 C 7.23673 0.79754 -3.67660  -0.24
11 N 7.92982 1.22950 -4.57888  0.22
12 C 6.62437 -1.86252 -1.32008  -0.55
13 I 4.92184 -2.12572 -2.68884  0.94
14 C 6.15232 -1.37770 0.17618  -0.29
15 C 5.16713 -2.43658 0.86895  -0.17
16 C 4.19356 -1.83324 1.99725  -0.19
17 C 3.51258 -0.41954 1.63184  -0.21
18 C 1.99672 -0.23892 2.15004  -0.17
19 C 0.99476 -0.09627 0.86134  -0.26
20 N 0.08787 1.09807 0.95475  -0.04
21 C 7.55361 -1.16255 1.00233  -0.21
22 C 7.33955 -0.91082 2.57301  -0.19
23 C 8.72039 -0.69591 3.39905  -0.09
24 H 8.19377 5.77221 -0.23088  0.09
25 H 9.68474 4.95458 0.49134  0.09
26 H 9.59390 5.29200 -1.39674  0.08
27 H 8.46103 3.16973 -1.76222  0.12
28 H 7.18972 3.72738 -0.55264  0.13
29 H 6.82061 1.99751 2.06091  0.13
30 H 9.53142 -0.15306 0.80383  0.17
31 H 9.38776 -1.17409 -1.21436  0.21
32 H 9.27236 0.43183 -1.64658  0.20
33 H 7.93356 -1.15144 -2.97660  0.17
34 H 7.22438 -2.83004 -1.15167  0.12
35 H 5.72058 -0.32782 0.02995  0.12
36 H 4.52141 -3.04480 0.14830  0.08
37 H 5.84990 -3.20843 1.40889  0.13
38 H 3.32778 -2.57071 2.22949  0.12
39 H 4.74939 -1.68661 3.00091  0.10
40 H 3.62757 -0.17132 0.50324  0.10
41 H 4.14663 0.39380 2.17016  0.10
42 H 1.89579 0.69079 2.83780  0.11
43 H 1.74639 -1.15164 2.80100  0.10
44 H 0.41227 -1.09126 0.80970  0.11
45 H 1.57307 0.00113 -0.12561  0.10
46 H 0.28628 1.66462 1.79903  0.06
47 H 0.32094 1.69651 0.13565  0.07
48 H 8.10383 -2.18448 0.90893  0.16
49 H 6.54659 -0.09770 2.80790  0.12
50 H 6.87915 -1.88931 2.99467  0.11
51 H 8.82662 0.42139 3.63389  0.09
52 H 8.68426 -1.28015 4.39998  0.10
53 H 9.61054 -1.11463 2.81527  0.08
54 C 5.53465 3.16171 -3.89199  -0.18
55 O 4.59982 4.23537 -3.89466  -0.26
56 P 5.12589 5.63147 -4.76387  0.77
57 O 3.99936 6.45745 -4.15245  -0.26
58 O 4.64846 4.94213 -6.18100  -0.29
59 C 3.33416 4.41562 -6.29389  -0.11
60 O 5.77212 6.96758 -5.62576  -0.31
61 C 4.89443 7.76749 -6.40162  -0.13
62 H 5.07270 2.29867 -3.40378  0.09
63 H 5.81090 2.88494 -4.91289  0.07
64 H 6.43017 3.45187 -3.33468  0.06
65 H 2.64569 4.85502 -5.56910  0.09
66 H 3.36453 3.33205 -6.15748  0.08
67 H 2.96460 4.62698 -7.29920  0.10
68 H 4.14909 8.25940 -5.77505  0.09
69 H 4.40657 7.17688 -7.17888  0.08
70 H 5.49205 8.54270 -6.88612  0.09
71 C -3.54445 1.13407 1.52934  -0.15
72 O -3.37086 -0.21357 1.93562  -0.26
73 P -3.10300 -0.41008 3.63363  0.78
74 O -2.66897 -1.85047 3.37405  -0.29
75 O -4.72537 -0.33446 3.90459  -0.29
76 C -5.59982 -1.14533 3.13458  -0.11
77 O -2.81688 -0.56824 5.31899  -0.31
78 C -3.35081 -1.69102 5.99830  -0.13
79 H -3.80269 1.15412 0.46800  0.09
80 H -4.34880 1.60873 2.09846  0.08
81 H -2.61247 1.68352 1.68165  0.06
82 H -5.09401 -2.01330 2.70637  0.09
83 H -6.03775 -0.54627 2.33281  0.08
84 H -6.40501 -1.49532 3.78386  0.09
85 H -2.92357 -2.62113 5.62234  0.05
86 H -4.43927 -1.71595 5.92277  0.09
87 H -3.08353 -1.59973 7.05350  0.09
88 C -9.30653 2.93277 -0.49346  -0.13
89 O -7.92331 3.23697 -0.67333  -0.26
90 P -7.06596 2.09233 -1.63516  0.78
91 O -5.75121 2.72155 -1.17921  -0.28
92 O -7.61155 2.83376 -3.00205  -0.33
93 C -7.48445 4.24233 -3.12926  -0.10
94 O -6.23768 0.93726 -2.59733  -0.31
95 C -5.22202 1.38684 -3.47626  -0.13
96 H -9.77903 3.75925 0.04253  0.09
97 H -9.80459 2.80628 -1.45873  0.08
98 H -9.41140 2.01844 0.09569  0.08
99 H -6.70124 4.64976 -2.48661  0.09
100 H -8.43843 4.71577 -2.88604  0.09
101 H -7.23923 4.47301 -4.16814  0.09
102 H -4.39429 1.83886 -2.92741  0.08
103 H -5.61941 2.09041 -4.21036  0.08
104 H -4.83600 0.51624 -4.01142  0.09
105 C -11.37829 -3.54895 -2.85162  -0.15
106 O -11.69288 -2.15799 -2.85542  -0.26
107 P -10.39288 -1.13783 -3.34871  0.76
108 O -11.14038 0.09186 -2.84106  -0.28
109 O -10.74677 -1.43151 -4.92957  -0.29
110 C -12.07844 -1.25667 -5.39111  -0.11
111 O -9.01679 -0.22737 -3.82136  -0.31
112 C -9.20780 0.93708 -4.60836  -0.14
113 H -12.28582 -4.11178 -2.62134  0.09
114 H -11.00507 -3.86453 -3.83002  0.08
115 H -10.62532 -3.75668 -2.08703  0.08
116 H -12.65534 -0.58373 -4.75336  0.09
117 H -12.57574 -2.22805 -5.44014  0.09
118 H -12.04068 -0.83662 -6.39822  0.09
119 H -9.78521 1.68943 -4.06992  0.08
120 H -9.69052 0.69636 -5.55750  0.09
121 H -8.22551 1.36075 -4.82353  0.08
122 C -1.21820 -4.96053 4.60004  -0.14
123 O -1.03202 -6.31834 4.99584  -0.26
124 P -0.75369 -6.53237 6.68434  0.76
125 O -0.30885 -7.97218 6.44814  -0.28
126 O -2.37352 -6.45635 6.97240  -0.30
127 C -3.25434 -7.28466 6.22798  -0.11
128 O -0.45330 -6.61155 8.37252  -0.31
129 C -0.97168 -7.70836 9.10591  -0.13
130 H -1.48194 -4.93711 3.54037  0.09
131 H -2.02385 -4.49720 5.17490  0.06
132 H -0.29110 -4.40117 4.75040  0.08
133 H -2.75077 -8.15920 5.81082  0.09
134 H -3.70338 -6.70252 5.41990  0.09
135 H -4.05090 -7.62444 6.89305  0.09
136 H -0.53788 -8.65077 8.76844  0.08
137 H -2.06043 -7.74679 9.04011  0.08
138 H -0.69747 -7.56725 10.15376  0.09

***

Record 2
The following is a DFT calculation (ωB97M-V/def2-TZVPD) of one molecule with the formula C3H2FNO2 in a non-equilibrium geometry.

- multiplicity = 1
- SMILES = Oc1ocnc1F
- HOMO (eV) = -8.9
- LUMO (hartree) = 0.020
- molar mass (g mol⁻¹) = 103.052
- gap between HOMO and LUMO (eV) = 9.5
- net charge = 0
- ΔE to the lowest compared entry with this formula, charge and spin (kJ/mol) = 81.61

Last column: Löwdin charge in e.
Geometry (Å):
1 O 1.73386 -1.14602 -0.05335  0.11
2 C 0.57878 -0.37734 0.00731  -0.29
3 O -0.54014 -1.05476 -0.15179  0.09
4 C -1.60030 -0.20255 -0.04740  -0.18
5 N -1.19179 0.97637 -0.00714  0.15
6 C 0.21667 0.96367 -0.07250  -0.27
7 F 0.98754 2.00706 -0.08594  0.13
8 H 2.37764 -0.48727 0.24049  0.12
9 H -2.56226 -0.67918 0.17033  0.15

***

Record 3
The following is a DFT calculation (ωB97M-V/def2-TZVPD) of one molecule with the formula C4H6N2 in a non-equilibrium geometry.

- multiplicity = 1
- HOMO (alpha / beta) (eV) = -7.2 / -7.2
- LUMO (alpha / beta) (hartree) = 0.003 / 0.003
- molar mass (g mol⁻¹) = 82.106
- gap between HOMO and LUMO (alpha / beta) (eV) = 7.3 / 7.3
- net charge = 0
- ΔE to the lowest compared entry with this formula, charge and spin (kJ/mol) = 692.67

Last column: Löwdin charge in e.
Geometry (Å):
1 C -1.52162 -0.16515 -0.27530  -0.06
2 C -0.08511 0.05948 0.10298  -0.31
3 C 0.85201 -1.05704 0.31679  -0.17
4 C 1.83555 -0.53907 -0.36427  0.15
5 N 1.46895 1.87257 0.31114  0.06
6 N 0.35284 1.36800 0.42849  -0.23
7 H -2.07348 0.78448 -0.34897  0.07
8 H -1.59788 -0.65547 -1.25932  0.08
9 H -2.05848 -0.81607 0.44084  0.08
10 H 0.60459 -2.02082 0.78196  0.10
11 H 2.66489 -0.70714 -1.03834  0.06
12 H -0.44227 1.87621 0.90400  0.15

***

Record 4
The following is a DFT calculation (ωB97M-V/def2-TZVPD) of C2H2I2P as an isolated structure in a non-equilibrium geometry.

- multiplicity = 1
- HOMO (eV) = -14.1
- LUMO (hartree) = -0.277
- molar mass (g mol⁻¹) = 310.820
- gap between HOMO and LUMO (eV) = 6.6
- net charge = +1
- ΔE to the lowest compared entry with this formula, charge and spin (kJ/mol) = 60.22

Last column: Löwdin charge in e.
Geometry (Å):
1 C -0.19213 -0.09496 1.02738  -0.67
2 C 0.66793 -0.37119 0.09389  -0.58
3 P 0.76198 0.94708 -1.23387  0.59
4 I -1.14678 1.75064 1.12433  1.01
5 I -0.48412 -0.32624 -2.86188  0.59
6 H -0.58626 -0.59746 1.88952  0.04
7 H 0.97939 -1.30787 -0.03937  0.02

***

Record 5
The following is a DFT calculation (ωB97M-V/def2-TZVPD) of a 2-piece molecular cluster, C3H7BrNO overall in a non-equilibrium geometry.

- multiplicity = 3
- HOMO (alpha / beta) (eV) = -9.8 / -13.9
- LUMO (alpha / beta) (hartree) = -0.136 / -0.252
- molar mass (g mol⁻¹) = 152.999
- gap between HOMO and LUMO (alpha / beta) (eV) = 6.1 / 7.1
- net charge = +1
- ΔE to the lowest compared entry with this formula, charge and spin (kJ/mol) = 219.35

Last column: Löwdin spin population.
Geometry (Å):
1 C -0.00943 -0.09183 2.22848  0.72
2 C -0.51829 -0.34427 1.05962  0.69
3 C 0.63655 -0.13318 -0.68566  0.15
4 N -0.20101 0.89722 -1.47710  0.02
5 O 0.81765 -1.23393 -1.39401  0.05
6 Br -2.32534 -0.61307 0.71022  0.25
7 H -0.64462 -0.49722 3.01289  0.05
8 H 0.88098 0.44857 2.63723  0.05
9 H 1.56032 0.32023 -0.27307  0.00
10 H -0.72363 0.44020 -2.14365  0.00
11 H -0.67424 1.34512 -0.68523  0.01
12 H 0.37553 1.53050 -2.13171  0.00
13 H 0.82552 -2.06833 -0.85801  0.00

***

Record 6
The following is a DFT calculation (ωB97M-V/def2-TZVPD) of C4H10NO3 as an isolated structure in a non-equilibrium geometry.

- multiplicity = 2
- HOMO (alpha / beta) (eV) = -8.3 / -9.3
- LUMO (alpha / beta) (hartree) = -0.020 / -0.020
- molar mass (g mol⁻¹) = 120.128
- gap between HOMO and LUMO (alpha / beta) (eV) = 7.8 / 8.7
- net charge = 0
- ΔE to the lowest compared entry with this formula, charge and spin (kJ/mol) = 513.58

Last column: Löwdin spin population.
Geometry (Å):
1 C 1.17040 0.32213 -0.14638  0.04
2 O -0.19826 0.46750 0.18045  0.01
3 C 2.00607 0.33014 1.13079  0.10
4 C 3.25981 1.07064 1.12788  0.71
5 C -2.93934 0.04299 -1.46811  0.00
6 O -3.77759 -0.27467 -0.42930  0.00
7 O -1.85183 -0.65636 -1.78847  0.00
8 N 2.33131 -1.22200 1.40999  0.04
9 H 1.42189 -0.61426 -0.69165  0.00
10 H 1.36206 1.23041 -0.85850  0.00
11 H -0.81155 0.17260 -0.52281  0.00
12 H 1.26100 0.65543 1.85281  0.01
13 H 4.22432 0.55150 1.07206  0.04
14 H 3.29093 2.07821 1.62461  0.04
15 H -3.22918 1.00560 -1.98766  0.00
16 H 3.28350 -0.94346 1.08839  0.00
17 H -3.88143 -0.90329 -1.37748  0.00
18 H 2.39910 -1.56585 2.36380  0.00

***

> ΔE to the lowest compared entry with this formula, charge and spin of number 1 (C30H75BIN3O23P5)?

1364.44 kJ/mol

***

> Which value of net charge does entry 3 give?

0